Computed, not measured: one molecule with the formula C2H3N3O2 at a distorted geometry, with ωB97M-V/def2-TZVPD.

Properties
Multiplicity: 1
Frontier orbital gap, eV: 10.31
Highest occupied orbital energy, eV: -9.7
Lowest unoccupied orbital energy, hartree: 0.022
SMILES string: O=C1NN=CON1
Energy relative to the best compared isomer or geometry (same formula, charge and spin), kJ/mol: 462.3
E_tot, eV: -10683.665
Strongest force on any atom, eV/A: 9.9

Atoms and positions in Å:
1 C -0.514 1.047 0.082
2 C 0.519 -1.374 -0.235
3 H 0.126 0.842 2.206
4 H 0.900 -2.397 -0.587
5 H -0.569 0.866 -1.906
6 N -0.318 0.184 1.367
7 N 0.375 -0.754 -1.223
8 N -0.163 0.535 -1.113
9 O -0.824 2.176 0.233
10 O 0.469 -1.126 1.176

Force components x, y, z for each atom (eV/Å):
2.0161 -1.0793 2.5337
3.0333 -6.8456 6.4736
-0.9220 -2.4547 -3.1502
-0.3444 0.9648 2.0893
-1.1370 1.2416 -2.4694
0.8509 1.5522 -0.3586
-2.6335 5.4983 -5.6870
1.5052 -2.1814 2.5625
-1.2124 1.3192 0.5576
-1.1562 1.9850 -2.5515

=====

Computed, not measured: C23H64F3LiO16 as an isolated structure at a distorted geometry, with ωB97M-V/def2-TZVPD.

Properties
Multiplicity: 1
Frontier orbital gap, eV: 8.02
Highest occupied orbital energy, eV: -9.2
Lowest unoccupied orbital energy, hartree: -0.044
E_tot, eV: -65999.831
Strongest force on any atom, eV/A: 2.6

Atoms and positions in Å:
1 Li -2.058 0.247 -3.316
2 C -2.825 0.822 -1.000
3 O -1.665 0.052 -1.393
4 O -3.324 1.454 -2.077
5 C -3.779 -0.045 -0.132
6 F -3.360 -0.092 1.151
7 F -5.059 0.365 -0.116
8 F -3.810 -1.344 -0.595
9 C -0.906 -0.625 -0.401
10 C 0.408 -1.172 -0.965
11 H 0.944 -0.462 -1.594
12 H 0.996 -1.430 -0.087
13 H 0.246 -2.031 -1.620
14 H -1.432 -1.473 0.044
15 H -0.706 0.036 0.446
16 H -2.505 1.611 -0.295
17 C 2.003 -7.073 -5.319
18 O 1.961 -6.061 -4.326
19 C 2.342 -4.776 -4.706
20 C 2.803 -4.028 -3.445
21 O 3.970 -4.560 -2.857
22 C 3.776 -5.765 -2.120
23 H 3.056 -7.333 -5.485
24 H 1.602 -6.816 -6.300
25 H 1.522 -7.930 -4.859
26 H 1.484 -4.250 -5.143
27 H 3.224 -4.686 -5.356
28 H 1.975 -3.990 -2.727
29 H 3.078 -3.011 -3.736
30 H 2.787 -5.743 -1.671
31 H 4.558 -5.911 -1.369
32 H 3.985 -6.634 -2.750
33 C -1.513 5.193 5.596
34 O -2.882 4.855 5.818
35 C -3.786 5.410 4.909
36 C -3.896 4.667 3.581
37 O -4.331 3.332 3.756
38 C -3.814 2.492 2.740
39 H -1.443 6.264 5.396
40 H -1.102 4.572 4.797
41 H -1.030 4.946 6.538
42 H -3.528 6.441 4.639
43 H -4.771 5.355 5.378
44 H -2.884 4.629 3.151
45 H -4.496 5.233 2.863
46 H -4.083 2.971 1.792
47 H -4.365 1.554 2.768
48 H -2.752 2.247 2.798
49 C 0.254 2.190 2.506
50 O 1.353 3.068 2.320
51 C 0.979 4.363 1.919
52 C 0.448 4.472 0.483
53 O 1.453 4.015 -0.404
54 C 2.214 5.019 -1.014
55 H -0.482 2.675 3.155
56 H 0.678 1.353 3.062
57 H -0.161 1.852 1.556
58 H 1.791 5.077 2.072
59 H 0.227 4.689 2.657
60 H 0.063 5.457 0.220
61 H -0.358 3.737 0.419
62 H 3.054 4.576 -1.548
63 H 2.620 5.726 -0.279
64 H 1.629 5.601 -1.738
65 C -0.122 -4.536 1.306
66 O 0.221 -4.003 2.571
67 C 1.398 -3.193 2.494
68 C 1.834 -2.991 3.919
69 O 1.121 -1.930 4.516
70 C 1.641 -1.494 5.758
71 H 0.620 -5.294 1.023
72 H -0.141 -3.750 0.543
73 H -1.086 -5.038 1.340
74 H 1.109 -2.216 2.087
75 H 2.164 -3.647 1.862
76 H 2.923 -2.822 3.940
77 H 1.699 -3.885 4.537
78 H 0.844 -0.903 6.212
79 H 2.449 -0.789 5.545
80 H 1.903 -2.301 6.443
81 O 0.173 -1.916 -5.154
82 H 0.902 -1.775 -4.536
83 H -0.618 -1.748 -4.636
84 O -2.570 -3.494 -2.260
85 H -2.357 -2.830 -2.919
86 H -3.260 -3.089 -1.721
87 O -6.742 -0.394 -2.117
88 H -6.693 -1.355 -2.137
89 H -6.782 -0.174 -1.185
90 C -1.562 4.296 -2.652
91 O -2.624 4.215 -1.730
92 H -1.450 5.332 -2.968
93 H -0.619 3.926 -2.226
94 H -1.718 3.659 -3.530
95 H -2.957 3.298 -1.754
96 C 4.423 -1.720 -0.246
97 O 3.589 -2.844 -0.575
98 H 5.390 -1.781 -0.734
99 H 3.860 -0.806 -0.469
100 H 4.502 -1.631 0.841
101 H 4.046 -3.244 -1.330
102 C 2.343 1.626 -2.746
103 O 2.028 2.401 -3.896
104 H 3.248 1.933 -2.221
105 H 1.544 1.717 -2.006
106 H 2.435 0.592 -3.078
107 H 2.517 3.226 -3.897

Force components x, y, z for each atom (eV/Å):
-0.6626 1.0219 1.0382
-0.3496 2.5523 0.0054
-0.0762 -0.6715 -0.5074
0.6252 -1.8741 -0.2247
-0.5138 -0.9126 -0.6106
-0.0912 -0.1141 -0.4512
0.8943 0.2211 0.1939
-0.1099 0.4350 0.3438
0.7143 -0.4431 0.3177
-0.6450 0.4452 -0.2406
0.0473 0.3447 0.3845
0.3703 -0.3071 -0.3219
-0.0959 -0.3084 0.3735
-0.3627 0.0129 -0.2580
0.0462 0.3299 -0.2076
0.4941 -0.3311 0.4625
1.0619 0.0436 0.4992
-0.3116 -0.3596 -0.2724
0.5488 0.9285 0.7027
-0.5487 -0.1531 -0.4105
0.3399 0.0272 0.3134
0.7046 -0.4564 -0.2486
0.0074 -0.1246 -0.1092
-0.4712 0.2252 0.1900
-0.2370 -0.0835 -0.3214
0.1674 0.1319 -0.1820
-0.2458 -0.6797 -0.4081
0.1007 0.0043 0.1697
-0.1391 0.0713 0.0109
-0.0252 -0.4333 0.0591
-0.1296 0.8833 0.2765
-0.8310 0.0197 -0.2524
-1.0492 -0.4256 0.3989
0.3481 0.0882 0.1320
-0.7328 -0.4585 -0.7428
1.2493 -0.3433 0.2198
0.3262 0.1610 0.2777
-1.3476 0.0249 -0.4002
0.3184 -0.0071 -0.1659
0.2277 0.2429 -0.1289
0.2943 0.0948 -0.1141
-0.0708 0.1558 0.3065
0.0568 0.2762 0.1640
0.0536 0.1131 -0.0979
-0.3381 -0.0751 0.0630
0.4857 -0.2401 -0.3324
0.0005 0.0025 0.2113
0.1570 0.4101 0.1981
0.8960 0.2682 0.5203
0.3912 0.0548 -0.5044
-0.7127 0.9197 0.5225
0.2817 -1.2009 0.7530
0.0245 -0.2368 -0.4789
0.0085 0.5906 0.0608
-0.3003 -0.0862 -0.2280
-0.2245 -0.2092 -0.1687
-0.2400 0.0234 0.0584
0.4512 -0.4755 -0.0824
-0.3281 0.2427 -0.3935
0.0394 0.0940 0.0997
-0.2267 0.2667 -0.3394
-0.0397 -0.2082 0.1098
0.0565 -0.0341 0.0130
-0.1134 -0.0549 0.0239
0.4025 -0.1097 0.0352
-0.0023 -0.0972 -0.5276
-1.2268 -0.2395 0.7167
1.0310 0.1016 0.5807
-0.1763 -0.1321 -0.1820
-0.5906 0.7085 -0.6080
0.0312 0.0913 -0.2050
-0.0842 -0.0592 -0.0882
-0.0914 0.2102 0.2563
0.2336 0.0495 -0.1511
0.0676 -0.1000 0.0672
-0.0460 0.4077 -0.0318
-0.2058 -0.2752 -0.3227
-0.0045 -0.1036 0.1244
0.4353 -0.3098 0.3890
0.2401 -0.0986 -0.1259
0.0853 0.1751 0.1005
-0.0246 -0.0180 -0.0663
-0.0068 -0.2341 0.0079
0.0085 -0.0150 0.0488
-0.0654 -0.0606 -0.0068
0.0949 0.0082 0.0008
-0.1727 -0.2388 -0.2977
-0.0560 0.0362 0.0090
0.0509 0.0688 0.0350
0.2501 -0.5245 0.0448
-0.0291 -0.0915 0.0764
0.0537 -0.0160 -0.0253
0.0577 0.2769 0.1284
-0.2597 0.2180 -0.1226
-0.1089 -0.0685 -0.1665
-1.4336 0.2184 0.7308
0.8763 0.3111 -0.1457
0.0824 0.2279 0.0554
0.3941 0.1229 -0.6251
0.4810 -0.4756 0.0140
-0.4820 -0.4301 -0.0121
-0.3274 0.2366 0.1433
0.0932 -0.0243 -0.0894
0.1874 -0.0022 -0.2758
-0.0904 -0.0878 -0.0325
0.1134 -0.0844 0.1363
-0.0048 0.0076 0.1378

=====

Computed, not measured: one molecule with the formula C6H10OS at a distorted geometry, with ωB97M-V/def2-TZVPD.

Properties
Multiplicity: 1
Frontier orbital gap (alpha / beta), eV: 7.99 / 6.99
Highest occupied orbital energy (alpha / beta), eV: -7.1 / -6.4
Lowest unoccupied orbital energy (alpha / beta), hartree: 0.034 / 0.021
Energy relative to the best compared isomer or geometry (same formula, charge and spin), kJ/mol: 396.5
E_tot, eV: -19262.921
Strongest force on any atom, eV/A: 3.0

Atoms and positions in Å:
1 C -1.346 -0.805 0.900
2 C -1.111 0.628 0.510
3 C 1.100 1.251 -0.720
4 C -1.321 -1.448 -0.530
5 C 1.954 0.779 0.425
6 C -0.234 0.519 -0.660
7 O -0.348 -0.662 -1.268
8 S 2.755 -0.749 0.213
9 H -0.604 -1.163 1.682
10 H -2.250 -0.942 1.487
11 H -2.023 0.936 0.085
12 H -0.641 1.322 1.090
13 H 0.841 2.351 -0.485
14 H 1.660 1.094 -1.671
15 H -0.971 -2.515 -0.555
16 H -2.329 -1.337 -1.006
17 H 1.661 1.059 1.429
18 H 3.205 -0.319 -0.924

Force components x, y, z for each atom (eV/Å):
0.8563 -0.9549 1.3765
-0.2084 -1.5148 -1.9295
-0.3313 1.6455 0.3722
0.0589 -0.8968 0.8356
-0.8628 -0.5311 -0.1169
2.1211 0.6732 -0.5516
-0.4157 -0.9666 0.0672
-0.3759 0.0187 1.1769
-0.1209 0.0994 -1.5576
-0.5923 -0.0394 -0.6048
-1.6079 1.1525 -0.0193
0.4539 1.6761 2.4462
0.6042 -1.4191 -0.9141
-0.7700 0.4362 0.4491
-0.4959 1.0492 -0.0191
0.8297 -0.1716 0.2588
0.1008 -0.1109 0.0695
0.7558 -0.1455 -1.3391

=====

Computed, not measured: a 2-piece molecular cluster, C4H9N2 overall at a distorted geometry, with ωB97M-V/def2-TZVPD.

Properties
Total charge: +1
Multiplicity: 1
Frontier orbital gap, eV: 10.68
Highest occupied orbital energy, eV: -14.4
Lowest unoccupied orbital energy, hartree: -0.137
Energy relative to the best compared isomer or geometry (same formula, charge and spin), kJ/mol: 288.0
E_tot, eV: -7265.157
Strongest force on any atom, eV/A: 4.7

Atoms and positions in Å:
1 C -0.418 -1.371 1.834
2 C 0.360 1.506 -1.056
3 C 0.996 1.316 -0.032
4 C -0.494 1.499 -2.186
5 N -0.703 -0.081 1.570
6 N 0.408 -2.035 1.056
7 H -1.119 -1.818 2.462
8 H 1.794 1.514 0.662
9 H -0.082 0.546 0.888
10 H -1.366 0.310 2.126
11 H 0.018 0.914 -2.903
12 H -0.575 2.573 -2.548
13 H -1.563 1.257 -1.973
14 H 0.893 -2.941 1.252
15 H 0.582 -1.436 0.213

Force components x, y, z for each atom (eV/Å):
-0.6704 2.6518 -2.1697
0.4604 -0.7454 2.3786
0.8336 1.2361 -1.2459
-1.4440 2.4931 -0.3721
3.4550 -2.7565 -1.6469
0.6255 0.5411 -0.8028
-0.3070 -1.1458 1.7689
-0.2113 -0.1993 -0.0514
-1.3999 -1.1819 1.1213
-2.2971 1.5293 1.7473
-0.1896 -0.7304 -1.2330
0.2834 -1.1727 0.1157
1.0089 -0.3945 -0.0955
-1.0265 1.3331 -0.3729
0.8790 -1.4581 0.8584